{"formula": "C17H36N2O", "method": "ωB97M-V with the def2-TZVPD basis set", "total_charge": 0, "homo_ev": -8.3, "e_lumo_ha": 0.032, "fmax_ev_per_a": 0.601, "smiles": "CCC(CC)CN1CCN(CCC(C)C)[C@H](CCO)C1", "elements": ["C", "C", "C", "C", "C", "C", "N", "C", "C", "N", "C", "C", "C", "C", "C", "C", "C", "C", "O", "C", "H", "H", "H", "H", "H", "H", "H", "H", "H", "H", "H", "H", "H", "H", "H", "H", "H", "H", "H", "H", "H", "H", "H", "H", "H", "H", "H", "H", "H", "H", "H", "H", "H", "H", "H", "H"], "coordinates": [[-5.220879, -1.736219, -1.228059], [-5.095412, -0.703508, -0.113283], [-3.709781, -0.052001, -0.039261], [-3.740902, 1.248145, 0.773922], [-4.297297, 2.431678, -0.007533], [-2.690840, -1.012837, 0.588908], [-1.352333, -0.447884, 0.588488], [-0.500156, -0.985822, 1.630627], [0.811382, -0.194017, 1.667595], [1.512154, -0.172273, 0.391579], [2.287058, -1.382817, 0.144439], [3.727128, -1.201797, 0.637421], [4.565400, -0.292686, -0.270119], [5.768601, 0.254292, 0.494292], [5.035080, -1.038757, -1.517182], [0.618434, 0.228796, -0.691945], [0.304834, 1.730640, -0.630269], [1.569207, 2.592628, -0.665147], [2.341596, 2.491520, 0.500726], [-0.683312, -0.587920, -0.689461], [-6.230742, -2.139567, -1.256617], [-5.007359, -1.281422, -2.193191], [-4.531835, -2.563946, -1.080280], [-5.841446, 0.074984, -0.282028], [-5.322386, -1.173153, 0.846937], [-3.388483, 0.189955, -1.056885], [-4.334619, 1.091520, 1.677430], [-2.718259, 1.474948, 1.078322], [-5.319893, 2.249007, -0.330105], [-4.292968, 3.327093, 0.609725], [-3.689719, 2.622679, -0.889542], [-2.711562, -1.985539, 0.070144], [-2.982652, -1.184421, 1.628797], [-0.291602, -2.061366, 1.468664], [-1.005793, -0.881335, 2.593300], [0.585880, 0.836071, 1.952131], [1.476682, -0.616333, 2.423352], [2.297012, -1.595765, -0.926461], [1.843818, -2.254987, 0.644064], [4.206665, -2.180532, 0.708703], [3.694671, -0.773822, 1.641245], [3.944850, 0.552093, -0.581349], [5.443273, 0.858397, 1.337750], [6.380267, 0.877435, -0.153809], [6.385226, -0.561236, 0.867741], [5.589587, -0.370819, -2.172462], [4.194388, -1.440095, -2.078354], [5.687160, -1.865548, -1.241290], [1.145612, 0.039103, -1.635334], [-0.314491, 1.984886, -1.491696], [-0.265649, 1.952689, 0.270108], [2.170270, 2.314887, -1.547299], [1.297415, 3.647939, -0.759432], [2.445309, 1.539892, 0.675942], [-0.450141, -1.650374, -0.903265], [-1.338459, -0.222471, -1.480721]], "forces_ev_per_a": [[-0.060, 0.081, 0.199], [0.219, 0.029, -0.297], [-0.079, -0.036, 0.486], [0.054, 0.015, -0.303], [0.021, -0.153, 0.203], [-0.080, 0.158, -0.250], [0.065, -0.179, 0.064], [0.250, 0.092, 0.054], [-0.248, -0.144, 0.240], [0.135, 0.034, -0.084], [0.325, -0.165, 0.237], [-0.205, 0.100, -0.317], [0.176, -0.205, 0.142], [-0.258, 0.045, -0.172], [-0.183, 0.186, 0.135], [-0.474, 0.191, -0.317], [0.500, -0.067, 0.011], [-0.311, -0.022, -0.302], [0.294, 0.049, 0.494], [0.245, 0.048, -0.129], [-0.063, -0.095, -0.074], [0.016, 0.010, -0.127], [0.053, -0.119, -0.052], [-0.057, 0.019, 0.095], [-0.044, 0.062, 0.098], [0.013, 0.006, -0.077], [-0.004, -0.055, 0.112], [-0.035, 0.017, 0.094], [-0.122, 0.048, -0.081], [-0.042, 0.133, -0.012], [0.051, 0.058, -0.120], [0.015, -0.031, 0.092], [-0.030, -0.030, 0.007], [-0.048, 0.032, 0.034], [0.024, -0.041, -0.006], [0.012, -0.041, 0.095], [0.014, 0.059, 0.016], [-0.070, -0.019, 0.002], [-0.040, 0.021, -0.122], [0.098, -0.055, 0.082], [-0.011, -0.050, 0.118], [-0.030, 0.042, -0.001], [0.016, 0.072, 0.127], [0.124, 0.078, -0.028], [0.103, -0.102, 0.065], [0.062, 0.027, -0.111], [-0.060, -0.089, -0.131], [0.090, -0.113, 0.021], [-0.030, 0.003, 0.095], [-0.105, 0.011, -0.042], [-0.089, 0.084, 0.002], [-0.073, 0.073, -0.012], [0.020, -0.093, -0.099], [-0.094, 0.020, -0.105], [-0.071, 0.034, 0.005], [0.020, -0.034, -0.055]]}

{"formula": "C17H36N2O2", "method": "ωB97M-V with the def2-TZVPD basis set", "total_charge": -1, "spin_multiplicity": 2, "homo_ev": [-2.7, -2.7], "e_lumo_ha": [0.094, 0.086], "fmax_ev_per_a": 0.777, "s2": 0.754, "elements": ["C", "C", "C", "C", "C", "C", "N", "C", "C", "C", "C", "N", "O", "C", "C", "C", "C", "H", "H", "H", "H", "H", "H", "H", "H", "H", "H", "H", "H", "H", "H", "H", "H", "H", "H", "H", "H", "H", "H", "H", "H", "H", "H", "H", "H", "H", "C", "C", "C", "O", "H", "H", "H", "H", "H", "H", "H"], "coordinates": [[1.008047, -2.550874, -0.496084], [1.864366, -1.434290, -1.119668], [2.161075, -0.304067, -0.140416], [0.956659, 0.530687, 0.281361], [0.334994, 1.369002, -0.844203], [-1.194676, 1.359419, -0.981847], [-1.537164, 2.575943, -1.749866], [-1.919178, 1.485773, 0.374401], [-2.993580, 0.427761, 0.652468], [-2.404218, -0.905114, 1.131370], [-3.935338, 0.949635, 1.741819], [-3.778778, 0.270215, -0.603090], [-4.468460, 1.303984, -0.902365], [-3.055690, -0.375434, -1.740747], [-3.732068, 0.046476, -3.047806], [-3.184619, -1.919305, -1.646415], [-1.572410, 0.076490, -1.755322], [-0.050543, -2.457820, -0.754115], [1.330004, -3.521408, -0.874134], [1.107704, -2.546968, 0.587975], [2.827049, -1.874092, -1.384984], [1.413026, -1.071674, -2.049391], [2.956382, 0.344441, -0.515183], [2.593092, -0.759182, 0.757850], [1.317029, 1.214645, 1.052966], [0.225530, -0.110420, 0.778377], [0.737263, 0.995583, -1.793912], [0.660595, 2.406867, -0.768418], [-0.904850, 2.683388, -2.532021], [-2.494409, 2.549024, -2.077357], [-1.219315, 1.503802, 1.209011], [-2.431048, 2.446578, 0.362476], [-1.477030, -1.174220, 0.631799], [-3.112395, -1.711151, 0.955677], [-2.252483, -0.859458, 2.206009], [-4.814976, 0.313078, 1.824650], [-3.397065, 0.943710, 2.689481], [-4.232204, 1.975076, 1.542690], [-3.552872, 1.088557, -3.293878], [-4.799444, -0.157389, -2.996302], [-3.304235, -0.562870, -3.844651], [-2.214218, -2.395501, -1.517325], [-3.620303, -2.315066, -2.561731], [-3.826381, -2.210573, -0.822190], [-0.914532, -0.733931, -1.435667], [-1.315212, 0.271548, -2.798748], [6.726201, -0.427626, 2.461702], [5.320964, 0.056724, 2.034318], [4.847383, 1.104121, 3.070281], [4.449447, -0.964037, 1.915941], [6.660753, -0.934356, 3.428838], [7.110232, -1.139155, 1.727126], [7.451296, 0.397213, 2.549918], [5.492007, 0.644077, 1.086336], [4.741568, 0.629385, 4.050030], [3.872579, 1.501130, 2.774934], [5.544452, 1.951648, 3.168033]], "forces_ev_per_a": [[-0.016, 0.135, -0.391], [0.167, -0.122, 0.217], [-0.145, -0.219, 0.262], [0.241, 0.268, 0.012], [0.098, -0.252, -0.172], [0.005, 0.227, -0.148], [0.050, 0.036, 0.243], [-0.181, 0.046, 0.003], [-0.080, -0.060, 0.524], [-0.384, -0.125, -0.341], [0.223, 0.030, -0.096], [0.653, 0.400, -0.132], [-0.299, -0.061, 0.013], [-0.092, -0.355, -0.351], [0.110, -0.127, 0.101], [0.089, 0.153, -0.017], [0.053, -0.026, 0.076], [-0.008, 0.015, 0.149], [-0.042, -0.091, 0.089], [0.024, -0.070, 0.065], [0.030, 0.065, -0.106], [-0.033, -0.036, -0.057], [-0.044, 0.046, -0.141], [0.287, 0.140, -0.007], [-0.118, -0.060, 0.153], [-0.064, -0.035, -0.129], [-0.014, 0.128, -0.078], [-0.024, 0.063, 0.114], [-0.095, -0.078, -0.189], [-0.041, 0.019, -0.057], [0.069, -0.041, 0.011], [0.070, 0.067, 0.039], [0.019, -0.011, 0.082], [-0.060, -0.050, 0.143], [0.314, 0.077, 0.022], [-0.074, 0.000, 0.052], [-0.024, -0.036, 0.048], [-0.203, -0.040, -0.103], [-0.167, 0.094, 0.057], [-0.083, 0.129, -0.065], [0.048, 0.006, -0.028], [-0.015, -0.045, 0.094], [-0.046, -0.034, -0.033], [-0.098, -0.068, -0.008], [-0.143, 0.027, 0.110], [0.146, -0.073, -0.023], [0.222, 0.195, -0.078], [-0.133, -0.286, 0.367], [0.126, 0.269, -0.041], [0.001, 0.101, -0.153], [-0.065, -0.041, 0.004], [-0.058, -0.043, 0.003], [-0.045, -0.032, -0.005], [-0.066, -0.040, -0.083], [-0.033, -0.071, -0.008], [-0.030, -0.060, -0.003], [-0.028, -0.046, -0.011]]}